The following is a quantum chemistry calculation of 2 unconnected molecules or ions with the total composition C2H7N3S, from the Open Molecules 2025 dataset.

XYZ file:
```
13
Properties=species:S:1:pos:R:3:nbo_charge:R:1
C 1.431 -0.313 -0.782 -0.20
C 2.759 -0.729 -0.261 -0.70
N -1.806 -0.340 1.172 -0.49
N -2.284 0.469 0.357 0.01
N -3.381 1.065 0.537 -0.58
S 0.961 1.244 -0.642 0.00
H 0.793 -1.057 -1.151 0.19
H 3.635 -0.094 -0.720 0.25
H 3.032 -1.838 -0.608 0.22
H 2.782 -0.514 0.780 0.25
H -2.560 -0.497 1.907 0.33
H -1.678 0.919 -0.361 0.39
H -3.684 1.686 -0.228 0.33
```

**Multiplicity**: 1
**ΔE to the lowest compared entry with this formula, charge and spin**: 86.9 kcal per mole
**Gap between HOMO and LUMO**: 8.255 eV
**LUMO energy**: -0.518 eV
**Electronic energy**: -642.7142 Eh

***

The following is a quantum chemistry calculation of 2 unconnected molecules or ions with the total composition C5H11NO5P, from the Open Molecules 2025 dataset.

XYZ file:
```
23
Properties=species:S:1:pos:R:3:nbo_charge:R:1
C 1.863 -0.670 -0.190 0.85
C 1.032 -1.485 -1.185 -0.78
C -0.977 0.479 2.269 -0.44
C -0.561 -0.723 1.489 -0.46
C 0.401 0.484 1.610 -0.16
N -2.348 0.565 -3.158 -1.11
O 1.174 2.935 0.448 -1.12
O -0.413 1.442 -0.847 -1.19
O 2.445 -1.157 0.775 -0.67
O 1.968 0.600 -0.448 -0.79
O 1.437 0.439 2.560 -0.74
P 0.672 1.588 0.155 2.33
H 0.313 -0.774 -1.819 0.28
H 1.771 -1.676 -2.075 0.24
H 0.590 -2.378 -0.587 0.24
H -1.023 0.469 3.414 0.23
H -1.661 1.084 1.651 0.23
H -0.943 -0.767 0.489 0.23
H -0.193 -1.717 2.002 0.22
H -2.471 1.371 -2.570 0.38
H -2.000 -0.078 -2.423 0.38
H -3.138 0.307 -3.729 0.35
H 2.062 -0.334 2.169 0.50
```

**Multiplicity**: 1
**Gap between HOMO and LUMO**: 9.186 eV
**Total charge**: -1
**LUMO energy**: 3.526 eV
**Electronic energy**: -969.5359 Eh

***

The following is a quantum chemistry calculation of 2 unconnected molecules or ions with the total composition C4H10O3, from the Open Molecules 2025 dataset.

XYZ file:
```
17
Properties=species:S:1:pos:R:3:nbo_charge:R:1
C -2.698 0.149 0.712 0.03
O -3.887 -0.452 0.529 -0.98
C -1.485 -0.538 -0.012 -0.43
C -0.181 0.115 0.384 -0.42
C 0.976 -0.127 -0.472 -0.05
O 2.272 -0.215 0.253 -0.84
H -2.735 1.312 0.509 0.04
H -2.442 0.135 1.857 0.04
H -1.645 -0.394 -1.015 0.17
H -1.462 -1.525 0.169 0.18
H -0.238 1.150 0.693 0.18
H 0.109 -0.368 1.389 0.18
H 1.027 0.661 -1.200 0.16
H 0.822 -1.126 -0.954 0.13
H 3.027 -0.007 -0.447 0.51
H 4.455 0.936 -0.856 0.39
O 4.085 0.295 -1.541 -1.28
```

**Multiplicity**: 1
**ΔE to the lowest compared entry with this formula, charge and spin**: 20.8 kcal per mole
**Gap between HOMO and LUMO**: 6.784 eV
**Total charge**: -2
**LUMO energy**: 7.040 eV
**Electronic energy**: -383.9985 Eh

***

The following is a quantum chemistry calculation of 3 unconnected molecules or ions with the total composition C39H32N2O8S3, from the Open Molecules 2025 dataset.

XYZ file:
```
84
Properties=species:S:1:pos:R:3:mulliken_charge:R:1
O -6.125 -3.202 0.401 -0.68
S -5.074 -2.389 -0.209 1.15
O -3.778 -2.618 0.402 -0.59
C -5.648 -0.660 -0.112 -0.97
C -4.667 0.228 -1.031 0.65
O -3.395 0.225 -0.391 -0.09
C -5.359 1.658 -1.150 -1.15
C -4.483 2.877 -0.668 -0.56
C -3.686 3.616 -1.829 -0.63
S -1.862 3.437 -1.655 -0.17
C -1.339 1.826 -2.312 0.38
S -1.528 1.415 -3.900 -0.25
N -0.719 0.939 -1.385 0.45
C -0.450 1.247 -0.029 -0.26
C 0.233 0.091 0.554 -0.82
N 0.306 -0.879 -0.480 -0.33
C -0.248 -0.370 -1.569 -0.38
C -4.587 -0.368 -2.493 -0.59
C -4.208 -1.891 -2.567 -0.45
O -5.066 -2.772 -1.802 -0.33
H -5.624 -0.340 0.958 0.45
H -6.662 -0.548 -0.588 0.43
H -3.551 0.528 0.523 0.36
H -6.325 1.668 -0.567 0.45
H -5.661 1.840 -2.221 0.33
H -3.769 2.651 0.162 0.22
H -5.205 3.637 -0.248 0.48
H -3.980 3.293 -2.859 0.38
H -3.911 4.712 -1.745 0.30
H -0.727 2.208 0.453 0.49
H 0.611 0.016 1.596 0.34
H -0.376 -0.807 -2.578 0.40
H -5.532 -0.170 -3.071 0.39
H -3.769 0.197 -3.012 0.00
H -3.120 -2.093 -2.347 0.21
H -4.338 -2.196 -3.645 0.38
C 1.236 -5.094 -0.770 -0.63
C 1.761 -6.383 -0.806 -0.43
C 2.766 -6.700 -1.709 -0.67
C 3.242 -5.733 -2.589 0.55
C 2.697 -4.447 -2.570 0.05
C 1.702 -4.128 -1.650 -0.70
C 3.159 -3.418 -3.535 0.48
O 2.688 -2.297 -3.517 -0.68
C 4.199 -3.785 -4.529 0.08
C 4.602 -2.850 -5.478 -0.49
C 5.583 -3.178 -6.403 -0.48
C 6.172 -4.439 -6.378 -0.45
C 5.769 -5.376 -5.438 -0.54
C 4.776 -5.055 -4.517 0.15
C 4.328 -6.078 -3.538 0.56
O 4.840 -7.182 -3.519 -0.67
H 0.458 -4.844 -0.058 0.51
H 1.388 -7.140 -0.126 0.39
H 3.175 -7.703 -1.729 0.47
H 1.285 -3.127 -1.621 0.82
H 4.149 -1.866 -5.500 0.47
H 5.891 -2.450 -7.144 0.39
H 6.943 -4.692 -7.097 0.39
H 6.227 -6.358 -5.425 0.46
C 0.882 0.354 5.395 -0.50
C 1.547 0.546 6.605 -0.43
C 1.925 1.823 6.996 -0.67
C 1.651 2.911 6.173 0.41
C 1.009 2.713 4.951 0.06
C 0.613 1.436 4.570 -0.48
C 0.756 3.846 4.039 0.53
O 0.197 3.655 2.978 -0.69
C 1.206 5.202 4.435 0.16
C 1.026 6.271 3.561 -0.51
C 1.432 7.545 3.930 -0.52
C 2.011 7.759 5.178 -0.46
C 2.198 6.696 6.050 -0.58
C 1.805 5.414 5.678 0.23
C 2.043 4.277 6.603 0.52
O 2.554 4.460 7.691 -0.67
H 0.579 -0.643 5.096 0.43
H 1.767 -0.301 7.243 0.39
H 2.436 1.969 7.940 0.47
H 0.100 1.281 3.628 0.54
H 0.572 6.110 2.590 0.48
H 1.295 8.374 3.246 0.40
H 2.322 8.756 5.468 0.40
H 2.655 6.867 7.018 0.47
```

**Multiplicity**: 1
**Gap between HOMO and LUMO**: 7.719 eV
**Structure (SMILES)**: O=S1(=O)C[C@](O)(CCCSC(=S)n2ccnc2)CCO1.O=C1c2ccccc2C(=O)c2ccccc21.O=C1c2ccccc2C(=O)c2ccccc21
**LUMO energy**: -1.139 eV
**Electronic energy**: -3411.3147 Eh

***

The lowest LUMO energy belongs to which entry?
C39H32N2O8S3